Model A:
# C3H4N4

2 unconnected molecules or ions with the total composition C3H4N4 (ωB97M-V with the def2-TZVPD basis set, the Open Molecules 2025 dataset).

## Properties
2S+1	1
gap between HOMO and LUMO (alpha / beta)	8.617 / 8.616	eV

Last column: natural (NBO) charge in e.
CARTESIAN COORDINATES (ANGSTROEM)
1 N 2.20 -0.06 -0.27  -0.75
2 C 1.02 -0.44 0.20  0.03
3 C 0.19 0.69 0.53  -0.25
4 N -1.03 0.45 0.93  -0.22
5 C -2.09 0.15 1.40  0.06
6 N -2.06 -1.35 -1.35  -0.03
7 N -1.05 -1.30 -1.78  0.03
8 H 2.50 0.91 -0.40  0.35
9 H 2.87 -0.76 -0.56  0.39
10 H 0.46 1.75 0.45  0.18
11 H -3.00 -0.04 0.84  0.21



Model B:
# C3H4N4

A single C3H4N4 molecule (ωB97M-V with the def2-TZVPD basis set, the Open Molecules 2025 dataset).

## Properties
structure (SMILES)	[H]/N=c1\nncc[nH]1
2S+1	1
gap between HOMO and LUMO	8.843	eV

Last column: natural (NBO) charge in e.
CARTESIAN COORDINATES (ANGSTROEM)
1 H 3.04 -1.03 0.03  0.39
2 N 2.35 -0.14 0.01  -0.72
3 C 1.13 -0.28 0.03  0.50
4 N 0.30 -1.56 0.04  -0.21
5 N -0.96 -1.52 -0.10  -0.10
6 C -1.75 -0.29 0.14  -0.22
7 C -1.02 0.85 0.01  0.06
8 N 0.33 0.84 -0.09  -0.58
9 H -2.82 -0.31 -0.13  0.23
10 H -1.55 1.83 -0.04  0.22
11 H 0.95 1.60 0.10  0.43



Model C:
# C3H4N4

A single C3H4N4 molecule (ωB97M-V with the def2-TZVPD basis set, the Open Molecules 2025 dataset).

## Properties
structure (SMILES)	C=Cn1ncnn1
2S+1	1
gap between HOMO and LUMO	10.257	eV

Last column: natural (NBO) charge in e.
CARTESIAN COORDINATES (ANGSTROEM)
1 C 2.17 0.24 0.01  -0.39
2 C 1.12 -0.61 0.04  -0.04
3 N -0.27 -0.29 -0.03  -0.03
4 N -0.82 0.94 -0.04  -0.26
5 C -2.14 0.67 0.02  0.11
6 N -2.34 -0.64 0.04  -0.26
7 N -1.20 -1.22 -0.03  -0.03
8 H 3.21 -0.19 -0.10  0.23
9 H 2.04 1.39 0.11  0.23
10 H 1.21 -1.66 -0.01  0.22
11 H -2.97 1.36 0.00  0.22



The structure with the least stability is model A.



Model A:
# C3H4N4

2 unconnected molecules or ions with the total composition C3H4N4 (ωB97M-V with the def2-TZVPD basis set, the Open Molecules 2025 dataset).

## Properties
2S+1	1
gap between HOMO and LUMO (alpha / beta)	8.530 / 8.530	eV

Last column: natural (NBO) charge in e.
CARTESIAN COORDINATES (ANGSTROEM)
1 N 2.15 -0.09 -0.33  -0.76
2 C 0.96 -0.42 0.14  0.03
3 C 0.21 0.72 0.61  -0.26
4 N -1.03 0.50 0.95  -0.21
5 C -2.10 0.18 1.36  0.07
6 N -2.00 -1.40 -1.32  -0.03
7 N -1.01 -1.39 -1.80  0.03
8 H 2.55 0.85 -0.38  0.35
9 H 2.74 -0.82 -0.71  0.39
10 H 0.55 1.77 0.68  0.18
11 H -3.03 0.09 0.79  0.22



Model B:
# C3H4N4

A single C3H4N4 molecule (ωB97M-V with the def2-TZVPD basis set, the Open Molecules 2025 dataset).

## Properties
structure (SMILES)	C1=CNN=CN=N1
2S+1	1
gap between HOMO and LUMO	7.832	eV

Last column: natural (NBO) charge in e.
CARTESIAN COORDINATES (ANGSTROEM)
1 C 1.00 0.93 -0.11  -0.19
2 C -0.32 1.14 -0.03  0.04
3 N -1.20 0.20 0.49  -0.49
4 N -1.17 -1.10 -0.05  -0.21
5 C -0.02 -1.61 -0.16  0.14
6 N 1.24 -1.27 0.30  -0.20
7 N 1.76 -0.14 0.29  -0.08
8 H 1.54 1.84 -0.28  0.21
9 H -0.69 2.04 -0.46  0.21
10 H -2.13 0.57 0.51  0.38
11 H -0.01 -2.60 -0.50  0.20



The structure with the least stability is model B.



Model A:
# C3H4N4

A single C3H4N4 molecule (ωB97M-V with the def2-TZVPD basis set, the Open Molecules 2025 dataset).

## Properties
structure (SMILES)	Nc1cnnnc1
2S+1	1
gap between HOMO and LUMO	9.455	eV

Last column: natural (NBO) charge in e.
CARTESIAN COORDINATES (ANGSTROEM)
1 N -0.59 -1.24 1.10  -0.79
2 C -0.18 -0.32 0.23  0.14
3 C -0.16 1.02 0.40  -0.05
4 N 0.35 2.03 -0.24  -0.20
5 N 0.74 1.82 -1.52  -0.02
6 N 0.80 0.52 -1.81  -0.25
7 C 0.57 -0.52 -1.00  -0.03
8 H -1.01 -0.91 2.09  0.41
9 H -0.67 -2.27 0.98  0.42
10 H -0.80 1.25 1.25  0.17
11 H 0.94 -1.39 -1.49  0.21



Model B:
# C3H4N4

A single C3H4N4 molecule (ωB97M-V with the def2-TZVPD basis set, the Open Molecules 2025 dataset).

## Properties
structure (SMILES)	[H]/N=C(\C#N)NN=C
2S+1	1
gap between HOMO and LUMO	9.854	eV

Last column: natural (NBO) charge in e.
CARTESIAN COORDINATES (ANGSTROEM)
1 H 2.02 2.19 -0.34  0.37
2 N 1.03 1.79 0.05  -0.62
3 C 0.95 0.54 0.16  0.33
4 C 2.09 -0.38 -0.12  0.18
5 N 3.09 -0.98 0.02  -0.27
6 N -0.15 -0.12 0.32  -0.42
7 N -1.40 0.41 -0.01  -0.17
8 C -2.27 -0.51 -0.03  -0.11
9 H -0.08 -1.04 0.35  0.37
10 H -3.33 -0.33 -0.33  0.20
11 H -1.97 -1.56 -0.07  0.14



The structure with the least stability is model B.



Model A:
# CH5N3S

A single CH5N3S molecule (ωB97M-V with the def2-TZVPD basis set, the Open Molecules 2025 dataset).

## Properties
structure (SMILES)	N/N=C/NS
2S+1	1
gap between HOMO and LUMO	9.074	eV

Last column: natural (NBO) charge in e.
CARTESIAN COORDINATES (ANGSTROEM)
1 N 1.72 -0.91 -0.56  -0.68
2 N 0.54 -0.18 -0.62  -0.32
3 C -0.25 -0.31 0.36  0.21
4 N -1.42 0.38 0.58  -0.76
5 S -1.82 1.72 -0.38  0.19
6 H 1.57 -1.90 -0.52  0.35
7 H 2.39 -0.62 -1.33  0.37
8 H -0.05 -1.11 1.07  0.15
9 H -1.86 0.34 1.48  0.40
10 H -0.82 2.60 -0.08  0.09



Model B:
# CH5N3S

A single CH5N3S molecule (ωB97M-V with the def2-TZVPD basis set, the Open Molecules 2025 dataset).

## Properties
structure (SMILES)	N/N=C\NS
2S+1	1
gap between HOMO and LUMO	9.181	eV

Last column: natural (NBO) charge in e.
CARTESIAN COORDINATES (ANGSTROEM)
1 N 2.12 -0.68 -0.03  -0.73
2 N 1.77 0.70 -0.04  -0.32
3 C 0.50 0.79 0.06  0.22
4 N -0.29 -0.29 -0.01  -0.79
5 S -1.95 -0.08 -0.08  0.18
6 H 3.16 -0.78 -0.27  0.37
7 H 1.98 -1.13 0.86  0.35
8 H 0.02 1.72 0.15  0.19
9 H 0.10 -1.16 -0.44  0.43
10 H -2.28 -0.31 1.23  0.10



Model C:
# CH5N3S

2 unconnected molecules or ions with the total composition CH5N3S (ωB97M-V with the def2-TZVPD basis set, the Open Molecules 2025 dataset).

## Properties
2S+1	1
gap between HOMO and LUMO (alpha / beta)	8.188 / 7.163	eV

Last column: natural (NBO) charge in e.
CARTESIAN COORDINATES (ANGSTROEM)
1 C 2.41 -0.25 -0.38  -0.79
2 N -1.53 0.33 0.39  0.04
3 N -0.63 -0.37 0.34  -0.07
4 N -2.78 0.39 0.14  -0.61
5 S 1.56 0.96 0.72  0.02
6 H 3.08 -0.96 0.13  0.21
7 H 3.10 0.16 -1.18  0.22
8 H 1.63 -0.94 -0.83  0.24
9 H -3.40 -0.47 0.21  0.36
10 H -3.44 1.15 0.47  0.40



The structure with the least stability is model C.



Model A:
# C2H6O

2 unconnected molecules or ions with the total composition C2H6O (ωB97M-V with the def2-TZVPD basis set, the Open Molecules 2025 dataset).

## Properties
structure (SMILES)	C=C.O
2S+1	1
gap between HOMO and LUMO	10.902	eV

Last column: natural (NBO) charge in e.
CARTESIAN COORDINATES (ANGSTROEM)
1 C 0.00 0.00 0.00  -0.40
2 C 0.33 0.53 1.22  -0.39
3 H -0.77 -0.77 -0.11  0.20
4 H 0.50 0.35 -0.91  0.19
5 H -0.20 0.24 2.13  0.20
6 H 1.17 1.22 1.32  0.20
7 O -0.50 -3.89 -2.06  -0.94
8 H -0.03 -4.55 -2.61  0.47
9 H -0.02 -3.04 -2.22  0.47



Model B:
# C2H6O

2 unconnected molecules or ions with the total composition C2H6O (ωB97M-V with the def2-TZVPD basis set, the Open Molecules 2025 dataset).

## Properties
structure (SMILES)	C=C.O
2S+1	1
gap between HOMO and LUMO	11.718	eV

Last column: natural (NBO) charge in e.
CARTESIAN COORDINATES (ANGSTROEM)
1 C 0.88 -0.51 0.94  -0.38
2 C 0.70 -0.82 -0.33  -0.41
3 H 0.21 -0.85 1.72  0.20
4 H 1.70 0.11 1.24  0.20
5 H -0.15 -1.39 -0.71  0.20
6 H 1.44 -0.55 -1.08  0.20
7 O -1.83 1.51 -0.34  -0.94
8 H -1.19 0.82 -0.15  0.48
9 H -1.75 1.67 -1.29  0.47



The structure with the least stability is model A.



Model A:
# C2H6O

2 unconnected molecules or ions with the total composition C2H6O (ωB97M-V with the def2-TZVPD basis set, the Open Molecules 2025 dataset).

## Properties
structure (SMILES)	C=C.O
2S+1	1
gap between HOMO and LUMO	10.995	eV

Last column: natural (NBO) charge in e.
CARTESIAN COORDINATES (ANGSTROEM)
1 C -0.89 -1.18 0.87  -0.39
2 C 0.02 -0.33 1.31  -0.38
3 H -1.66 -0.73 0.24  0.18
4 H -0.96 -2.26 1.07  0.20
5 H 0.03 0.72 0.97  0.19
6 H 0.81 -0.65 1.99  0.19
7 O 1.08 1.17 -1.99  -0.94
8 H 0.26 1.60 -1.66  0.47
9 H 1.30 1.66 -2.81  0.47



Model B:
# C2H6O

A single C2H6O molecule (ωB97M-V with the def2-TZVPD basis set, the Open Molecules 2025 dataset).

## Properties
structure (SMILES)	COC
2S+1	1
gap between HOMO and LUMO	10.867	eV

Last column: natural (NBO) charge in e.
CARTESIAN COORDINATES (ANGSTROEM)
1 C 0.22 -0.93 0.71  -0.27
2 O 0.28 0.41 0.25  -0.56
3 C -0.43 0.65 -0.94  -0.26
4 H -0.78 -1.23 0.94  0.17
5 H 0.76 -0.75 1.70  0.20
6 H 0.90 -1.65 0.12  0.17
7 H -0.07 -0.23 -1.68  0.17
8 H -0.31 1.79 -1.07  0.21
9 H -1.49 0.47 -0.70  0.16



The structure with the least stability is model B.



Model A:
# C2H6O

2 unconnected molecules or ions with the total composition C2H6O (ωB97M-V with the def2-TZVPD basis set, the Open Molecules 2025 dataset).

## Properties
structure (SMILES)	C=C.O
2S+1	1
gap between HOMO and LUMO	11.165	eV

Last column: natural (NBO) charge in e.
CARTESIAN COORDINATES (ANGSTROEM)
1 C -0.82 0.61 0.04  -0.37
2 C -1.43 -0.54 -0.09  -0.38
3 H -1.07 1.50 -0.57  0.20
4 H 0.18 0.66 0.50  0.15
5 H -2.35 -0.53 -0.73  0.19
6 H -1.16 -1.45 0.43  0.20
7 O 2.05 -0.15 -0.24  -0.91
8 H 2.92 -0.37 0.16  0.46
9 H 1.67 0.27 0.49  0.45



Model B:
# C2H6O

A single C2H6O molecule (ωB97M-V with the def2-TZVPD basis set, the Open Molecules 2025 dataset).

## Properties
structure (SMILES)	COC
2S+1	1
gap between HOMO and LUMO	11.046	eV

Last column: natural (NBO) charge in e.
CARTESIAN COORDINATES (ANGSTROEM)
1 C 0.96 0.11 0.61  -0.24
2 O 0.49 0.23 -0.68  -0.53
3 C -0.90 -0.05 -0.70  -0.25
4 H 0.70 0.94 1.15  0.16
5 H 2.08 -0.05 0.44  0.19
6 H 0.58 -0.83 1.15  0.15
7 H -1.21 -1.03 -0.30  0.16
8 H -1.27 0.02 -1.67  0.19
9 H -1.44 0.66 -0.01  0.16



The structure with the least stability is model A.



Model A:
# CH4N4S

2 unconnected molecules or ions with the total composition CH4N4S (ωB97M-V with the def2-TZVPD basis set, the Open Molecules 2025 dataset).

## Properties
structure (SMILES)	[H]/N=N/SC.N#N
2S+1	1
gap between HOMO and LUMO	9.358	eV

Last column: natural (NBO) charge in e.
CARTESIAN COORDINATES (ANGSTROEM)
1 H 2.14 0.27 2.25  0.33
2 N 1.06 0.49 2.18  -0.37
3 N 0.48 0.16 1.15  -0.31
4 S -1.09 0.64 0.84  0.43
5 C -1.47 -0.33 -0.64  -0.77
6 H -2.34 -0.83 -0.47  0.22
7 H -0.69 -1.12 -0.80  0.25
8 H -1.36 0.40 -1.60  0.23
9 N 1.65 0.56 -1.85  -0.02
10 N 1.63 -0.23 -1.06  0.00



Model B:
# CH4N4S

A single CH4N4S molecule (ωB97M-V with the def2-TZVPD basis set, the Open Molecules 2025 dataset).

## Properties
2S+1	1
gap between HOMO and LUMO	8.192	eV

Last column: natural (NBO) charge in e.
CARTESIAN COORDINATES (ANGSTROEM)
1 C -0.79 0.46 0.94  -0.05
2 N -0.28 -1.47 -0.66  -0.16
3 N 0.46 -0.62 -0.96  0.04
4 N -1.54 0.94 1.86  -0.73
5 N 1.46 -0.72 -1.85  -0.68
6 S 0.59 1.07 0.25  0.04
7 H -2.20 0.31 2.29  0.38
8 H -1.35 1.68 2.40  0.36
9 H 1.34 -1.53 -2.43  0.39
10 H 2.30 -0.11 -1.84  0.41



The structure with the least stability is model B.